[1]
Density functional theory data (wB97M-V/def2-TZVPD) for the molecule C23H20ClFN2O6S.

```
54
Properties=species:S:1:pos:R:3:nbo_charge:R:1
C 2.001 -1.548 -1.427 -0.4269
N 1.586 -1.123 -0.112 -0.6877
C 0.306 -0.610 0.082 0.2127
C -0.624 -0.550 -0.953 -0.2753
C -1.885 -0.008 -0.758 -0.2479
C -2.250 0.490 0.484 0.2648
C -1.327 0.424 1.526 -0.2418
C -0.074 -0.114 1.331 -0.2558
H 0.634 -0.116 2.139 0.2441
H -1.614 0.814 2.490 0.2273
O -3.454 1.073 0.788 -0.4830
C -4.410 1.193 -0.229 -0.1711
C -3.977 2.061 -1.407 0.7740
O -4.479 2.001 -2.495 -0.5778
O -2.993 2.895 -1.060 -0.5147
C -2.411 3.694 -2.085 -0.1797
H -2.975 3.580 -3.016 0.2439
H -2.452 4.739 -1.759 0.2126
C -0.946 3.303 -2.335 0.6553
O -0.462 3.366 -3.440 -0.5940
N -0.310 2.935 -1.199 -0.6217
C 1.016 2.507 -1.042 0.2044
C 1.843 2.229 -2.125 -0.2503
C 3.136 1.787 -1.909 -0.2776
C 3.589 1.623 -0.613 0.3751
C 2.788 1.907 0.479 -0.2529
C 1.500 2.351 0.256 -0.2450
H 0.859 2.576 1.095 0.2159
H 3.166 1.756 1.476 0.2466
F 4.848 1.187 -0.414 -0.3228
H 3.791 1.567 -2.738 0.2317
H 1.476 2.365 -3.129 0.2566
H -0.859 2.941 -0.348 0.4143
H -5.278 1.670 0.240 0.2312
H -4.725 0.216 -0.622 0.2076
H -2.564 0.018 -1.596 0.2178
H -0.379 -0.913 -1.937 0.2253
S 2.452 -1.733 1.201 2.3321
O 2.690 -0.702 2.165 -0.9365
O 3.581 -2.427 0.666 -0.9247
C 1.312 -2.929 1.903 -0.3541
C 0.962 -4.022 1.133 -0.1755
C 0.070 -4.954 1.633 -0.2174
C -0.457 -4.773 2.905 -0.0241
C -0.095 -3.681 3.683 -0.2455
C 0.798 -2.755 3.173 -0.1164
H 1.112 -1.903 3.755 0.2368
H -0.506 -3.564 4.673 0.2347
Cl -1.571 -5.926 3.530 0.0281
H -0.214 -5.815 1.049 0.2342
H 1.403 -4.144 0.157 0.2350
H 1.961 -0.705 -2.118 0.2193
H 1.383 -2.367 -1.808 0.1833
H 3.029 -1.888 -1.337 0.2554
```

Net charge: 0
E (a.u.): -2407.670939
F_max (eV/A): 1.203
SMILES: CN(c1ccc(OCC(=O)OCC(=O)Nc2ccc(F)cc2)cc1)S(=O)(=O)c1ccc(Cl)cc1

---

[2]
Density functional theory data (wB97M-V/def2-TZVPD) for C37H35As2BrCl2CsN3O5 as an isolated structure.

```
86
Properties=species:S:1:pos:R:3:lowdin_charge:R:1
Cs 2.793 1.281 0.177 1.0718
N -0.987 4.269 -0.132 -0.0119
C -0.622 4.408 -1.551 -0.2352
C 0.787 3.855 -1.847 -0.6567
O 1.559 3.707 -0.841 -0.2489
N 1.014 3.612 -3.101 0.0289
C 2.361 3.165 -3.397 -0.1889
C 2.817 1.803 -2.836 -0.7983
O 4.044 1.641 -2.657 -0.1259
O 1.939 0.927 -2.564 -0.2845
H -1.114 5.189 0.271 0.0451
H -0.131 3.909 0.299 0.0388
H -0.641 5.457 -1.863 0.0963
H -1.332 3.876 -2.192 0.0606
H 3.115 3.887 -3.060 0.1008
H 2.467 3.082 -4.486 0.0973
Cl 1.597 2.212 3.504 0.4937
C 1.963 0.561 4.045 -1.0120
Cl 0.870 0.060 5.356 0.5074
H 2.986 0.537 4.393 0.0160
H 1.826 -0.113 3.205 -0.0394
C -0.682 -1.642 -0.321 -0.4214
C -0.152 -1.023 -1.614 -0.4430
As -0.676 0.865 -1.916 1.3447
C -0.776 0.822 -3.876 -0.3496
C 0.102 0.061 -4.642 -0.1057
C 0.005 0.050 -6.028 -0.0997
C -0.960 0.813 -6.670 -0.1250
C -1.827 1.590 -5.914 -0.1069
C -1.733 1.592 -4.530 -0.1102
C -2.651 0.600 -1.755 -0.3792
C -3.378 1.670 -1.237 -0.1288
C -4.768 1.633 -1.200 -0.1074
C -5.450 0.516 -1.659 -0.1212
C -4.735 -0.567 -2.160 -0.1051
C -3.349 -0.514 -2.217 -0.1166
As -0.311 -0.588 1.311 1.2903
C -2.055 0.229 1.633 -0.4033
C -3.264 -0.459 1.541 -0.1312
C -4.459 0.179 1.828 -0.1026
C -4.461 1.519 2.199 -0.1113
C -3.267 2.219 2.266 -0.0879
C -2.069 1.574 1.985 -0.1213
C -0.417 -2.065 2.599 -0.3836
C -1.390 -2.185 3.586 -0.1255
C -1.327 -3.212 4.519 -0.1087
C -0.284 -4.126 4.485 -0.1131
C 0.704 -4.001 3.517 -0.0893
C 0.642 -2.975 2.585 -0.1206
H -0.205 -2.610 -0.145 0.0609
H -1.759 -1.812 -0.374 0.0408
H -0.479 -1.630 -2.463 0.0597
H 0.939 -1.016 -1.628 0.0467
H 0.894 -0.489 -4.153 0.0911
H 0.703 -0.545 -6.606 0.0909
H -1.030 0.811 -7.752 0.0836
H -2.574 2.205 -6.404 0.0888
H -2.415 2.206 -3.953 0.0937
H -2.843 2.535 -0.852 0.0747
H -5.320 2.476 -0.798 0.0969
H -6.533 0.484 -1.622 0.0868
H -5.260 -1.444 -2.521 0.0886
H -2.803 -1.349 -2.647 0.0989
H -3.271 -1.502 1.246 0.1042
H -5.395 -0.361 1.742 0.0979
H -5.399 2.021 2.408 0.0936
H -3.262 3.273 2.514 0.0999
H -1.139 2.128 2.019 0.0688
H -2.199 -1.468 3.642 0.0884
H -2.093 -3.288 5.282 0.0926
H -0.230 -4.921 5.219 0.0897
H 1.538 -4.692 3.499 0.0974
H 1.452 -2.847 1.875 0.0772
Br 5.885 -6.310 1.799 0.6790
C 6.078 -4.503 2.367 -0.6694
C 7.202 -4.143 3.091 -0.2243
N 7.401 -2.900 3.518 0.0557
C 6.470 -1.990 3.227 -0.0821
C 5.312 -2.266 2.510 -0.0951
C 5.113 -3.563 2.064 -0.0533
C 4.276 -1.173 2.221 -0.6941
O 3.263 -1.528 1.580 -0.1245
O 4.549 -0.036 2.662 -0.0906
H 7.960 -4.881 3.329 0.0887
H 6.633 -0.978 3.574 0.1128
H 4.220 -3.791 1.497 0.1136
```

Net charge: -2
F_max (eV/A): 0.252
ΔE to the lowest compared entry with this formula, charge and spin (kJ/mol): 0.00

---

- Among the records above, which one has the highest F_max?
  C23H20ClFN2O6S